Model i:
ORCA calculation (ωB97M-V with the def2-TZVPD basis set) on a cluster of 2 separate species, C6H15NO in total.

2S+1 = 1
E_HOMO = -8.265 eV
Gap between HOMO and LUMO = 9.02 eV
Structure (SMILES) = CCC/C(C)=C/N.O

Each line ends with the Mulliken charge.
Element x y z (Å)
C1 2.365 -1.364 1.244  -1.2057
C2 0.935 -0.820 1.384  -0.4165
C3 0.109 -1.118 0.113  -0.6413
C4 -1.137 -0.256 0.102  0.4912
C5 -2.359 -0.463 0.928  -1.3271
C6 -1.208 0.619 -0.921  -0.2963
N1 -2.259 1.603 -1.069  -0.6625
H1 2.311 -2.451 1.098  0.3263
H2 2.871 -0.967 0.358  0.2720
H3 3.051 -1.075 2.048  0.3518
H4 0.994 0.241 1.594  0.3276
H5 0.316 -1.263 2.180  0.3156
H6 0.681 -0.870 -0.785  0.3281
H7 -0.134 -2.182 0.049  0.3877
H8 -2.288 -0.432 2.028  0.2969
H9 -2.551 -1.518 0.670  0.2475
H10 -3.128 0.244 0.688  0.4149
H11 -0.517 0.613 -1.767  0.2894
H12 -3.092 1.051 -1.266  0.2304
H13 -2.137 2.206 -1.865  0.2754
O1 2.856 1.513 -1.520  -0.6527
H14 2.218 1.947 -2.116  0.3141
H15 2.453 1.327 -0.666  0.3334

***

Model ii:
ORCA calculation (ωB97M-V with the def2-TZVPD basis set) on a cluster of 2 separate species, C6H15NO in total.

2S+1 = 1
E_HOMO = -9.871 eV
Gap between HOMO and LUMO = 10.74 eV
Structure (SMILES) = CC(N)=O.CC(C)C

Each line ends with the Mulliken charge.
Element x y z (Å)
C1 0.382 -2.422 -0.626  -1.1380
C2 -0.356 -1.435 -1.485  0.7840
N1 0.446 -0.563 -2.170  -0.3579
O1 -1.559 -1.469 -1.656  -0.6324
H1 0.764 -1.973 0.295  0.2573
H2 1.247 -2.826 -1.155  0.3750
H3 -0.283 -3.226 -0.334  0.3090
H4 0.104 0.050 -2.889  0.2112
H5 1.398 -0.523 -1.854  0.2038
C3 0.151 1.626 2.772  -1.5674
C4 0.087 0.972 1.363  1.0612
C5 -1.027 1.614 0.556  -1.3824
C6 1.447 1.148 0.665  -1.0080
H6 -0.116 2.680 2.773  0.3392
H7 1.121 1.443 3.223  0.3889
H8 -0.614 1.167 3.408  0.3803
H9 -0.065 -0.077 1.599  0.1205
H10 -0.681 2.498 0.006  0.3330
H11 -1.391 0.963 -0.244  0.2742
H12 -1.860 1.987 1.151  0.3913
H13 2.262 0.921 1.351  0.3605
H14 1.459 0.504 -0.214  -0.1455
H15 1.570 2.168 0.289  0.4421

***

Most stable to least stable, the ends of the list are model ii and model i.